166
Properties=species:S:1:pos:R:3:forces:R:3 method="wB97M-V/def2-TZVPD" charge=0 e_tot_ha=-5928.54961 max_force_ev_per_a=10.98 lumo_ev=-2.93 smiles="CCOCC[C@]1(CCCCCCCSc2nnco2)[C@H](N=C=O)C(=O)N[C@]1(CCCCCN)c1ccccn1.COP(=O)(OC)OC.COP(=O)(OC)OC.COP(=O)(OC)OC.COP(=O)(OC)OC.COP(=O)(OC)OC"
C 7.7877 0.1284 2.5713 -0.66 -1.08 -0.32
C 6.4136 -0.5977 1.9597 0.75 0.52 -0.22
O 5.1735 0.1191 2.3579 0.34 -1.95 -1.10
C 4.0141 -0.6536 1.8153 0.50 -1.60 0.12
C 3.2798 0.0274 0.5385 0.06 -1.70 0.23
C 2.0900 1.1055 0.8229 0.04 1.24 -0.02
C 2.6239 2.3282 -0.1893 -1.46 -0.47 -1.59
C 1.5546 3.5061 -0.4965 0.62 1.52 -0.63
C 1.6954 4.8538 0.4672 -0.76 0.30 -1.61
C 0.3119 5.7515 0.2415 0.08 0.61 0.48
C -0.3317 6.3192 1.6521 -0.71 0.88 -0.43
C -1.9451 5.9179 1.8149 0.14 0.28 0.02
C -2.7298 6.8499 2.9276 0.62 0.18 -0.59
S -3.1032 5.9131 4.5472 1.64 0.12 0.52
C -1.5258 5.6548 5.5341 3.56 -0.39 1.68
N -1.2196 4.7978 6.7492 1.92 4.80 -5.62
N 0.1365 5.0358 6.9435 1.99 3.03 -2.91
C 0.8086 6.0100 5.9681 -6.44 -3.94 2.57
O -0.3246 6.3853 5.0990 -0.31 -2.14 2.30
C 1.9135 1.8974 2.2248 1.76 1.99 1.25
N 2.1612 1.2638 3.5689 4.00 4.53 5.55
C 2.7532 2.1725 4.4555 -1.98 3.56 -0.32
O 3.0651 3.2533 5.2211 -2.12 -9.09 -5.78
C 0.3477 2.4446 2.4635 -0.46 2.12 -0.04
O -0.0625 3.3780 3.3268 2.19 -5.94 -5.58
N -0.3708 1.6322 1.4103 1.31 2.75 0.82
C 0.5021 0.6230 0.6313 -0.84 -1.03 0.25
C -0.0568 0.4191 -0.8999 -0.69 0.20 -0.98
C 0.4929 -0.9122 -1.6761 0.73 -0.09 -1.22
C -0.6307 -1.6935 -2.5933 0.88 -0.70 -0.03
C -1.3669 -2.8841 -1.7286 -0.38 0.38 -0.93
C -0.4187 -4.1829 -1.4032 -0.23 -0.25 0.87
N -0.9765 -4.7944 -0.1014 0.09 -0.31 -1.24
C 0.0166 -0.7736 1.4175 -1.58 -2.44 1.12
C -1.6481 -0.8576 1.5765 1.68 -4.07 1.94
C -2.3026 -2.1963 2.3273 5.23 0.74 -0.89
C -1.1973 -3.3271 2.8122 0.73 4.06 -2.20
C 0.3860 -3.0266 2.5120 -2.67 1.08 -0.22
N 0.9921 -1.8165 1.8691 -6.15 -0.37 0.42
H 7.6179 1.2580 2.8380 0.35 -2.34 -0.53
H 8.6051 -0.0029 1.7390 -1.46 0.45 1.74
H 8.1129 -0.5274 3.5143 -0.65 1.83 -1.99
H 6.4587 -1.7112 2.3701 -0.50 2.22 -0.96
H 6.4034 -0.5963 0.7668 0.35 -0.17 2.49
H 3.3305 -0.9409 2.7201 1.06 0.90 -1.97
H 4.4915 -1.6797 1.4346 -1.32 2.07 0.65
H 2.7867 -0.8613 -0.0888 1.05 1.92 1.51
H 4.1530 0.4302 -0.1705 -2.07 -0.47 1.72
H 2.8570 1.8063 -1.2384 -0.52 1.06 2.25
H 3.6418 2.7861 0.1670 -1.99 -1.05 -0.32
H 1.8032 3.9084 -1.5944 -0.64 -0.91 2.29
H 0.4265 3.2059 -0.5292 2.31 0.22 0.21
H 1.8700 4.6127 1.5968 -0.32 0.55 -2.22
H 2.5641 5.5113 -0.0189 -1.61 -1.57 1.53
H -0.5393 5.1666 -0.3092 1.76 0.81 0.93
H 0.5744 6.6859 -0.4475 -0.59 -2.07 1.45
H -0.3309 7.5080 1.5565 0.12 -2.50 0.48
H 0.3038 5.9986 2.5922 -1.48 0.59 -1.95
H -2.5099 6.1021 0.7801 1.39 -0.44 2.13
H -2.0806 4.7945 2.1366 0.37 2.20 -0.73
H -2.1607 7.8343 3.2110 -1.05 -1.94 -0.71
H -3.7938 7.1304 2.4926 2.08 -0.65 1.29
H 1.9274 6.3566 5.9163 -2.83 -0.69 -0.16
H 2.7677 2.7140 2.1756 -2.43 -1.02 -0.17
H -1.0149 2.2095 0.8228 0.58 -0.81 0.90
H -1.2481 0.3417 -0.9084 2.52 0.17 0.42
H 0.1805 1.3398 -1.6223 -0.35 -1.84 1.85
H 1.0060 -1.7184 -1.0046 -1.06 1.69 -0.95
H 1.3279 -0.5356 -2.4405 -1.64 -0.84 1.75
H -0.0588 -2.2414 -3.4833 -1.15 1.30 1.80
H -1.3639 -0.9116 -3.0698 1.19 -1.60 1.02
H -2.2766 -3.2860 -2.3740 1.73 0.88 1.38
H -1.7919 -2.3840 -0.7554 0.94 -1.34 -1.65
H 0.7015 -3.9142 -1.1755 -2.20 -0.32 -0.60
H -0.4384 -5.0159 -2.2373 0.10 2.04 1.17
H -0.3169 -5.5080 0.2839 -1.02 0.69 -0.69
H -1.9247 -5.2200 -0.2903 1.66 0.42 0.30
H -2.3889 -0.0444 1.1818 1.83 -1.64 0.89
H -3.4624 -2.3323 2.4894 2.67 0.35 -0.36
H -1.5938 -4.3087 3.3139 1.15 2.11 -1.08
H 1.1442 -3.8871 2.8460 -1.72 2.32 -0.87
C 1.4432 4.6084 -7.9756 -0.49 0.38 -0.34
O 2.7847 4.2816 -7.6573 0.38 -3.32 -0.96
P 2.9943 3.1969 -6.3260 2.03 7.92 5.85
O 2.2179 4.1430 -5.3996 -0.98 -1.09 -1.03
O 4.5977 3.5595 -6.2638 -0.81 -1.56 -0.26
C 4.9963 4.9143 -6.1725 0.16 0.69 -0.48
O 3.2039 2.1123 -4.9947 0.42 -1.67 -3.25
C 2.3017 1.0255 -5.0198 -0.41 -0.52 0.20
H 1.4034 4.9419 -9.0157 0.14 -0.16 0.05
H 0.7933 3.7381 -7.8554 -0.12 0.27 0.00
H 1.1002 5.4262 -7.3366 0.03 -0.26 0.10
H 4.2280 5.5465 -5.7188 -0.08 -0.21 -0.06
H 5.2306 5.2895 -7.1731 -0.04 0.08 0.14
H 5.8978 4.9717 -5.5600 -0.07 -0.27 -0.03
H 2.4558 0.4375 -5.9273 -0.15 -0.29 0.18
H 1.2707 1.3918 -4.9851 -0.05 -0.10 0.03
H 2.4852 0.3925 -4.1481 0.05 0.13 -0.12
C -8.3576 -4.3784 7.5560 -0.46 -0.24 0.32
O -7.1400 -4.4527 6.8353 2.07 2.22 1.61
P -6.7619 -3.0733 5.8621 -3.37 -4.90 -8.06
O -8.0878 -3.2140 5.1017 -0.06 0.81 1.61
O -5.5887 -3.9249 5.0845 0.12 1.48 0.93
C -5.9150 -5.1689 4.4937 -0.09 -0.85 0.23
O -6.3836 -1.6938 4.8890 1.91 -0.13 3.15
C -6.6272 -0.4686 5.5486 -0.13 0.73 0.17
H -8.3042 -5.0683 8.4020 0.16 0.12 -0.05
H -8.5242 -3.3659 7.9320 -0.23 -0.19 -0.02
H -9.1873 -4.6831 6.9130 0.12 0.24 -0.02
H -6.9735 -5.2413 4.2292 0.05 0.18 0.13
H -5.6582 -5.9756 5.1866 -0.10 0.01 -0.14
H -5.3222 -5.2892 3.5852 0.08 0.23 0.11
H -6.0034 -0.3991 6.4425 -0.03 0.37 -0.06
H -7.6835 -0.3944 5.8260 0.00 0.10 0.01
H -6.3769 0.3532 4.8731 -0.01 -0.19 0.06
C 4.7232 9.8246 -13.2686 0.30 0.34 -0.38
O 3.5509 9.4669 -12.5576 1.01 -0.04 3.29
P 3.5474 7.8783 -11.8727 -5.53 -3.15 -7.78
O 3.8018 7.2549 -13.2521 1.45 0.66 0.88
O 1.9274 7.9809 -11.6057 1.38 -0.27 1.17
C 1.0701 8.3151 -12.6810 -0.34 0.73 -0.45
O 3.5438 6.2897 -11.1876 0.65 2.62 2.52
C 4.7637 5.9567 -10.5577 0.57 -0.39 0.28
H 4.7916 10.9149 -13.3013 -0.06 -0.10 0.19
H 5.6129 9.4265 -12.7742 0.02 0.09 -0.29
H 4.6626 9.4507 -14.2939 0.06 -0.16 0.21
H 1.4946 8.0480 -13.6527 0.15 -0.02 0.18
H 0.8645 9.3893 -12.6579 -0.01 -0.13 -0.12
H 0.1282 7.7782 -12.5554 0.16 -0.06 0.22
H 4.9569 6.6495 -9.7357 0.20 -0.26 0.16
H 5.5843 6.0000 -11.2808 0.06 -0.04 0.05
H 4.6914 4.9413 -10.1601 -0.09 0.16 -0.06
C -5.5636 -7.6447 13.1985 0.45 0.14 0.36
O -6.4118 -7.3805 12.0946 -3.17 -0.15 1.34
P -7.3211 -8.7312 11.5102 6.75 -1.17 -7.37
O -6.0324 -9.5340 11.2845 -0.65 0.04 1.70
O -7.6999 -7.9025 10.1406 -1.09 -0.72 1.29
C -6.6599 -7.3324 9.3684 0.53 0.73 -0.07
O -8.2305 -10.0819 10.9258 -2.03 2.30 2.07
C -8.8020 -10.8534 11.9621 -0.28 -0.53 0.37
H -5.3654 -6.7040 13.7184 -0.20 -0.04 -0.07
H -6.0377 -8.3427 13.8931 0.30 0.04 0.02
H -4.6127 -8.0519 12.8452 -0.23 -0.15 0.01
H -5.7071 -7.8520 9.5019 -0.17 -0.06 0.15
H -6.5413 -6.2804 9.6439 0.12 -0.11 -0.08
H -6.9388 -7.3863 8.3146 -0.20 -0.09 0.14
H -9.4947 -10.2393 12.5417 -0.17 -0.31 0.09
H -8.0165 -11.2453 12.6161 -0.06 -0.07 0.04
H -9.3492 -11.6899 11.5204 0.11 0.17 -0.01
C 4.8692 -6.2705 -3.2841 0.32 -0.13 0.50
O 3.9606 -6.6248 -4.3121 1.71 0.75 -2.90
P 3.2731 -5.3025 -5.1907 -8.33 -0.93 5.57
O 2.7283 -4.6899 -3.8931 1.72 0.37 -0.34
O 2.1430 -6.3042 -5.8430 1.29 1.09 -0.78
C 1.3499 -7.1025 -4.9846 0.00 -0.81 0.43
O 2.5857 -3.9803 -6.0694 2.70 -1.64 -1.86
C 3.5341 -2.9900 -6.4093 0.30 0.57 -0.15
H 5.5184 -7.1264 -3.0830 -0.05 0.05 -0.21
H 5.4847 -5.4199 -3.5872 -0.02 -0.07 0.30
H 4.3190 -6.0313 -2.3705 0.01 0.17 -0.21
H 1.2529 -6.6717 -3.9842 0.16 0.11 -0.12
H 1.7925 -8.1000 -4.9088 -0.11 0.10 0.09
H 0.3531 -7.1967 -5.4190 0.16 0.15 -0.18
H 4.3062 -3.4214 -7.0501 0.05 0.35 -0.13
H 3.9902 -2.5794 -5.5029 0.05 0.09 -0.04
H 3.0284 -2.1861 -6.9501 0.00 -0.17 0.07